No. 1
C8H6N2O in the gas phase. Source: the OMol25 dataset; level of theory: wB97M-V/def2-TZVPD.

The charge is 0. For the HOMO energy, the calculation gives -9.09 eV. The total energy is -13418.429 eV. As for the SMILES: c1ccc(-c2ncco2)nc1.

Geometry as XYZ:
```
17
Properties=species:S:1:pos:R:3:forces:R:3:nbo_charge:R:1
H -1.62891 0.67880 0.59883 -2.159 0.563 -0.192 0.221
H 0.68299 -0.82275 4.01215 -0.564 0.630 -3.575 0.216
C -0.73683 -0.08520 2.43438 -0.441 0.047 1.162 -0.206
C -0.94369 0.25234 -3.14909 -4.688 -1.790 1.233 0.005
C 0.25673 0.68282 -3.27625 3.236 2.774 -3.154 -0.090
C 0.47157 -0.58674 2.80486 1.282 -1.348 4.178 -0.227
O -1.14083 -0.07385 -1.78038 -2.767 -0.475 -2.752 -0.394
N 0.88391 0.67091 -2.09279 0.797 -0.184 2.295 -0.457
H 2.58985 -1.11864 2.49599 -2.754 0.846 -2.635 0.183
H -1.48514 0.13351 3.22075 0.356 -0.067 -0.871 0.231
C 1.51996 -0.79020 1.87496 2.031 -0.737 6.406 0.071
H -1.83809 0.06588 -3.68720 -0.187 0.104 -0.753 0.214
C 0.16485 -0.09892 0.21695 0.705 0.505 0.012 0.144
N 1.39367 -0.47044 0.67510 -0.434 0.164 -4.606 -0.397
H 0.72446 1.21248 -4.16261 -0.650 -1.200 1.118 0.225
C -0.89029 0.14239 1.08895 1.508 -0.073 -1.415 -0.224
C -0.02420 0.20762 -1.27460 4.728 0.241 3.550 0.484
```
Forces are in eV/Å.


No. 2
A molecular structure, C40H40LaNO2Si. Source: the OMol25 dataset; level of theory: wB97M-V/def2-TZVPD.

The charge is 0. For the HOMO energy, the calculation gives -7.98 eV. The total energy is -56455.770 eV.

Geometry as XYZ:
```
85
Properties=species:S:1:pos:R:3:forces:R:3:lowdin_charge:R:1
La -0.57074 0.17334 -0.17998 2.984 1.666 0.035 2.031
H -0.08150 5.46612 0.99230 0.174 -0.100 -0.158 0.093
H 2.38463 5.12627 2.69549 -0.139 -0.171 -0.166 0.084
C -0.30801 0.16245 -3.04639 -0.933 -0.151 0.169 -0.181
C 3.28248 3.16304 -3.14570 0.413 0.125 0.163 -0.127
H 3.34559 2.07623 -3.09984 0.127 0.130 0.147 0.115
C 2.72003 2.84284 -0.81951 -0.576 -1.173 -0.195 -0.435
C -0.56130 -6.46685 -1.91236 0.127 0.234 0.239 -0.091
C 1.67179 4.28791 2.69638 0.244 -0.196 0.193 -0.045
C 0.80774 5.05694 0.49587 -0.004 0.046 -0.193 -0.053
H -0.69366 -2.01864 -2.71757 -0.028 0.259 0.134 0.093
C 2.65755 3.33474 0.62799 0.881 0.315 -0.064 -0.054
H 3.57654 4.55932 -1.56955 0.092 0.390 0.298 0.131
H 3.03922 2.51011 1.24599 -0.129 0.109 -0.211 0.130
C 2.10288 3.53644 -3.99872 0.125 0.214 -0.517 -0.217
H 3.32415 -2.61929 4.46486 -0.213 -0.183 -0.037 0.099
C -1.05570 2.79144 0.84176 0.252 -0.136 0.672 -0.160
C -4.70472 -2.14712 3.07490 0.274 0.029 -0.144 -0.087
C -2.28973 -2.20872 3.26594 -0.580 -0.014 0.154 -0.106
C -1.81293 1.75187 1.46570 0.189 0.450 0.491 -0.279
H -0.03406 6.12471 -4.47321 0.014 -0.159 -0.144 0.101
C -1.35572 -5.32824 -2.10363 0.247 0.100 0.210 -0.080
C 2.43442 -3.18343 4.18130 -0.190 -0.181 -0.011 -0.085
O 0.11370 -1.71733 0.58360 0.055 -1.571 0.677 -0.560
C 0.29810 -6.54974 -0.80933 -0.032 0.334 0.010 -0.082
C 0.87404 -5.00402 4.60356 -0.145 0.160 -0.357 -0.083
C 0.14448 -4.63152 3.46655 0.596 0.062 0.548 -0.105
H -1.38336 -2.07632 3.87186 -0.387 -0.021 -0.293 0.110
C 1.65875 2.68072 -5.01588 -0.068 0.226 0.165 -0.048
H 4.23856 3.53672 -3.54376 -0.366 0.002 -0.121 0.136
C -2.26609 0.88330 -2.05239 -0.058 -0.448 -0.798 -0.261
C 0.56224 -3.53813 2.69554 -0.005 -0.261 0.130 -0.263
H 0.21175 2.37388 -6.58369 0.119 0.220 0.200 0.107
C 0.42987 5.15463 -4.63708 0.235 -0.027 0.280 -0.081
H 2.57553 -4.56264 5.84699 -0.073 0.114 -0.204 0.098
C -3.35831 -2.93180 1.21418 -0.413 0.169 0.419 -0.091
C -1.30427 -4.28181 -1.17759 -0.103 -0.669 -0.093 -0.110
C 1.50947 4.78501 -3.82440 -0.466 -0.145 -0.451 -0.045
H 1.24883 1.34724 2.81025 -0.319 -0.127 -0.269 0.111
C -2.19470 -2.70957 1.95738 0.009 -0.179 0.060 -0.225
C -3.54232 -1.92301 3.82629 0.176 -0.093 -0.313 -0.076
Si -0.49815 -3.06821 1.26255 0.804 1.015 -0.577 0.438
H -1.18974 0.16671 2.93687 0.085 0.274 -0.237 0.083
O 2.43022 1.68612 -1.17104 -0.560 0.607 1.174 0.006
H 1.89954 5.46164 -3.05920 -0.300 -0.186 -0.264 0.106
H 1.01026 -5.56058 0.99070 -0.291 -0.037 -0.385 0.100
C -1.07733 1.31445 -2.71447 -0.529 -0.490 -0.237 -0.201
C 0.28508 2.71989 1.32882 -0.728 -0.077 0.168 -0.266
C 2.01636 -4.27313 4.95792 -0.193 0.010 -0.192 -0.093
C -0.92027 1.01621 2.30940 -0.109 0.677 0.538 -0.254
H 0.58520 0.15846 -3.66779 -0.105 -0.002 0.435 0.096
C -0.50249 -4.39457 -0.03330 0.142 -0.149 0.051 -0.210
H -3.29111 -3.35963 0.21192 -0.122 0.134 0.339 0.084
H -2.01800 -5.24766 -2.96443 0.190 -0.088 0.115 0.102
C -1.00969 -0.98792 -2.58053 -0.486 0.360 -0.572 -0.236
H -2.97604 -1.18622 -1.47754 0.220 0.190 -0.253 0.096
C -2.22675 -0.55530 -1.96538 -0.176 0.451 -1.105 -0.294
H -5.68097 -1.92461 3.50791 0.250 -0.087 -0.131 0.100
H -3.59780 -1.53166 4.84518 -0.078 -0.143 -0.330 0.105
H 0.53200 -5.85878 5.19226 0.252 0.295 -0.067 0.101
H 3.39651 4.16092 0.72282 -0.340 -0.347 -0.007 0.126
H 2.17266 1.72361 -5.17825 -0.320 0.387 0.109 0.119
C -0.04455 4.29183 -5.62616 0.334 -0.009 0.309 -0.093
H -1.43610 3.56815 0.18034 0.025 -0.316 0.146 0.106
N 3.15804 3.68237 -1.78369 0.115 -0.523 -0.226 0.071
H -1.93039 -3.39660 -1.33542 0.281 -0.348 0.030 0.075
H -5.51266 -2.82817 1.17913 0.214 0.060 0.245 0.102
H 2.13306 3.47809 3.28940 -0.213 0.247 -0.325 0.083
H 0.93364 -7.42390 -0.65588 -0.196 0.209 -0.168 0.101
C -4.61150 -2.64901 1.76972 0.081 0.080 0.105 -0.083
H -0.88174 4.58945 -6.24635 0.038 -0.066 0.041 0.100
C 1.71006 -2.81475 3.04060 0.071 -0.349 0.472 -0.073
C 0.34591 -5.50063 0.12051 -0.479 -0.403 -0.376 -0.079
H -0.85108 2.33169 -3.03845 0.014 -0.282 0.335 0.098
C 0.37207 1.60314 2.21394 -0.786 0.233 -0.181 -0.131
H 2.03933 -1.96849 2.42931 -0.213 -0.308 0.173 0.102
H -0.75549 -5.18977 3.17971 0.327 0.194 0.161 0.116
H 0.78540 4.62018 3.24806 0.006 -0.121 -0.253 0.095
C 1.32366 3.83304 1.25024 0.288 -0.194 0.033 -0.493
H 0.55045 4.79547 -0.53776 -0.020 0.124 0.105 0.080
H -0.59371 -7.28026 -2.63409 -0.039 0.129 0.142 0.098
H -3.05150 1.52962 -1.65762 0.221 -0.222 -0.193 0.102
H 1.57645 5.84834 0.47502 -0.218 -0.271 -0.006 0.090
C 0.57761 3.05714 -5.81494 0.071 -0.124 -0.006 -0.085
H -2.87167 1.53620 1.28584 0.364 0.118 0.209 0.104
```
Forces are in eV/Å.